A | # C6H11NO

C6H11NO as an isolated structure (ωB97M-V/def2-TZVPD, OMol25).

The geometry in XYZ format:
```
19
Properties=species:S:1:pos:R:3:lowdin_charge:R:1
C -1.338 -0.978 -0.306 -0.15
C -0.488 1.713 -0.766 -0.06
C -2.528 -0.583 0.542 -0.13
C 0.757 -0.378 0.119 -0.26
C -0.129 0.326 -0.462 -0.18
C 3.331 0.324 0.278 -0.16
O 1.150 -1.559 0.569 0.06
N 2.213 0.739 -0.086 0.04
H 2.115 -1.531 0.765 0.08
H -1.051 -2.001 -0.060 0.09
H -1.583 -1.033 -1.368 0.09
H -1.006 1.776 -1.724 0.08
H -1.130 2.144 0.003 0.08
H 0.448 2.270 -0.802 0.07
H 3.514 -0.712 0.716 0.06
H 4.224 0.957 0.302 0.06
H -2.229 -0.494 1.586 0.08
H -3.309 -1.343 0.475 0.07
H -2.961 0.364 0.218 0.06
```

**Orbital gap**: 9.28 eV
**Net charge**: 0

***

B | # C6H11NO

The molecule C6H11NO (ωB97M-V/def2-TZVPD, OMol25).

The geometry in XYZ format:
```
19
Properties=species:S:1:pos:R:3:lowdin_charge:R:1
C 0.435 -0.672 0.087 -0.32
C -0.236 1.101 1.757 -0.04
C 0.716 0.285 -1.117 -0.41
C -0.667 -0.026 0.871 -0.32
N 0.088 -2.003 -0.392 0.06
C 1.951 0.667 -1.429 0.06
C -1.952 -0.207 0.517 0.03
O -0.378 0.652 -1.806 0.01
H -1.212 0.454 -1.195 0.12
H 1.338 -0.746 0.695 0.15
H -0.576 -1.950 -1.156 0.07
H 0.917 -2.457 -0.761 0.08
H -1.084 1.705 2.072 0.08
H 0.248 0.697 2.649 0.09
H 0.482 1.749 1.257 0.09
H 2.136 1.270 -2.301 0.06
H 2.799 0.330 -0.860 0.05
H -2.738 0.264 1.088 0.07
H -2.267 -1.113 0.024 0.07
```

**Orbital gap**: 9.58 eV
**Net charge**: 0
**SMILES**: C=C(C)[C@@H](N)C(=C)O

***

C | # C6H11NO

The molecule C6H11NO (ωB97M-V/def2-TZVPD, OMol25).

The geometry in XYZ format:
```
19
Properties=species:S:1:pos:R:3:lowdin_charge:R:1
C 0.490 0.538 -0.567 -0.36
C 0.170 -1.036 0.423 -0.07
C 0.555 -0.874 -1.017 -0.13
C -0.434 1.450 -1.313 -0.06
C 1.581 1.237 0.173 -0.07
C -1.149 -0.844 0.963 -0.54
N -1.609 -1.819 1.824 0.14
O -1.774 0.220 0.850 0.01
H 0.903 -1.519 1.059 0.12
H -2.496 -1.615 2.262 0.10
H -1.229 -2.751 1.786 0.09
H -0.163 -1.172 -1.780 0.12
H 1.571 -1.212 -1.225 0.12
H 2.314 0.547 0.596 0.08
H -1.268 0.917 -1.772 0.08
H -0.831 2.232 -0.661 0.08
H 0.132 1.942 -2.117 0.09
H 1.134 1.811 0.994 0.09
H 2.103 1.947 -0.477 0.08
```

**Orbital gap**: 8.80 eV
**Net charge**: 0
**SMILES**: CC1(C)C[C@@H]1C(N)=O

***

D | # C6H11NO

C6H11NO as an isolated structure (ωB97M-V/def2-TZVPD, OMol25).

The geometry in XYZ format:
```
19
Properties=species:S:1:pos:R:3:lowdin_charge:R:1
C -1.807 -0.851 -0.169 -0.07
C -1.898 0.823 -0.150 -0.03
C -0.326 0.942 -0.056 -0.29
C 1.144 1.382 0.124 -0.19
C 1.299 -1.310 -0.020 -0.11
C -0.316 -1.086 -0.054 -0.31
H -2.244 -1.072 0.791 0.09
H -2.457 -1.162 -0.930 0.08
H -2.510 1.158 0.687 0.09
H -2.333 1.212 -1.136 0.12
H -0.027 0.761 -1.030 0.08
H 1.522 1.604 1.138 0.10
H 1.257 2.459 -0.543 0.18
H 2.457 0.087 -1.222 0.17
H 1.701 -1.955 -0.835 0.10
H 1.855 -1.668 0.895 0.11
H 0.060 -0.610 -1.012 0.11
N 1.810 0.140 -0.290 -0.11
O -0.065 -0.149 0.897 -0.13
```

**Orbital gap**: 9.04 eV
**Net charge**: 0

***

Most stable structure: B